1.
7
Properties=species:S:1:pos:R:3:nbo_charge:R:1 method="wB97M-V/def2-TZVPD" e_tot_ha=-265.92736 charge=0 orbital_gap_ev=11.24 homo_energy_ev=-10.55
O -3.7089 -1.2296 -0.0716 -0.504
O -3.7146 1.0533 0.0945 -0.524
C -0.1335 0.6823 -0.0704 -0.232
C -0.0458 -0.6018 0.1134 -0.242
C -3.7048 -0.0999 0.0255 1.028
H -0.1429 1.6240 -0.5724 0.239
H 0.1682 -1.4785 0.6614 0.235


2.
9
Properties=species:S:1:pos:R:3:nbo_charge:R:1 method="wB97M-V/def2-TZVPD" e_tot_ha=-777.04965 charge=0 orbital_gap_ev=10.35 homo_energy_ev=-10.27
Cl 1.0460 -0.8459 3.8038 0.200
O -1.1620 0.3589 2.1974 -0.526
N 1.2116 -0.4095 2.1470 -0.539
N 2.4611 -1.7669 0.4908 -0.339
N -0.1541 0.2458 0.1337 -0.849
C -0.2342 0.0764 1.4881 0.827
C 1.8484 -1.2544 1.3265 0.382
H -0.9072 0.1828 -0.5023 0.418
H 0.6415 0.1329 -0.5026 0.424


3.
11
Properties=species:S:1:pos:R:3:nbo_charge:R:1 method="wB97M-V/def2-TZVPD" e_tot_ha=-628.45106 charge=0 orbital_gap_ev=9.06 homo_energy_ev=-8.50
S 0.7164 -1.1547 -1.0907 -0.044
O -2.1147 0.4098 0.0837 -0.679
O -0.5847 -0.1744 1.6270 -0.530
C -1.7091 0.0167 1.3174 0.645
C 1.6976 0.3529 -0.7805 -0.718
H -2.5676 -0.1524 1.9724 0.082
H 1.7717 -1.9682 -1.0594 0.109
H -3.0001 0.7778 0.2076 0.482
H 2.5133 0.2816 -1.4978 0.211
H 2.1484 0.3653 0.2042 0.217
H 1.1287 1.2457 -0.9839 0.225


4.
9
Properties=species:S:1:pos:R:3:nbo_charge:R:1 method="wB97M-V/def2-TZVPD" e_tot_ha=-832.57052 charge=0 orbital_gap_ev="7.38 / 7.38" homo_energy_ev="-8.21 / -8.21"
P -0.1956 0.3799 -2.0182 0.961
P 0.1769 2.3052 0.7221 0.774
N 0.0849 0.6909 1.2251 -0.924
N 0.2290 -1.0701 -1.2558 -1.131
C -0.0857 1.4590 -0.7674 -0.774
H 0.3777 -0.9591 -0.2227 0.413
H -0.5018 -1.7451 -1.4255 0.387
H 1.1112 0.3386 1.1126 0.346
H -1.0913 2.9218 1.1205 -0.051


5.
17
Properties=species:S:1:pos:R:3:nbo_charge:R:1 method="wB97M-V/def2-TZVPD" e_tot_ha=-711.28875 charge=0 orbital_gap_ev="8.27 / 8.28" homo_energy_ev="-7.78 / -7.78"
Cl -2.3876 -1.3582 -0.0184 -0.119
N -1.5020 1.2353 -0.0689 -0.519
C 0.8995 -2.1435 0.1842 -0.653
C -1.2907 0.0388 -0.1316 0.217
C 1.7101 0.1464 0.0519 -0.687
C 0.8855 -0.8826 -0.6571 0.023
C -2.8135 1.9624 -0.0449 -0.444
H 1.8291 -0.1031 1.1493 0.213
H -0.0031 -2.5959 0.0531 0.230
H 1.6140 -2.7554 -0.2144 0.217
H 1.0258 -1.9535 1.1988 0.212
H 0.7537 -0.7581 -1.6685 0.198
H -2.5480 2.9201 0.3495 0.210
H 0.9711 1.0924 0.0587 0.259
H -3.0950 1.9360 -1.1619 0.225
H -3.5177 1.3830 0.7621 0.204
H 2.5574 0.3053 -0.5246 0.215


6.
14
Properties=species:S:1:pos:R:3:nbo_charge:R:1 method="wB97M-V/def2-TZVPD" e_tot_ha=-709.27114 charge=0 orbital_gap_ev=10.69 homo_energy_ev=-9.79
Cl 0.7894 1.3254 -2.2333 -0.087
O -0.5792 -1.0072 0.6661 -0.541
N 2.1068 0.2288 -0.2177 -0.837
C -1.6821 -0.2141 1.0815 -0.258
C -0.0944 -0.7132 -0.6272 -0.088
C 0.7616 0.5494 -0.6084 -0.036
H 2.0886 -0.3131 0.6406 0.373
H -2.3946 -0.8652 1.5864 0.193
H -1.3603 0.5658 1.7759 0.173
H -2.1787 0.2558 0.2291 0.173
H 0.2662 1.2886 0.0267 0.179
H 2.6561 1.0644 -0.0565 0.369
H 0.5336 -1.5555 -0.9193 0.205
H -0.9131 -0.6098 -1.3437 0.182


7.
20
Properties=species:S:1:pos:R:3:nbo_charge:R:1 method="wB97M-V/def2-TZVPD" e_tot_ha=-382.35832 charge=0 orbital_gap_ev=9.28 homo_energy_ev=-8.33
O 2.2791 0.5486 -0.9088 -0.707
N -0.1068 -0.9499 -0.0240 -0.284
N -0.4418 0.3793 -0.2303 -0.342
C 2.3053 -0.2334 0.1985 -0.119
C -0.3196 1.2139 1.0324 -0.445
C -2.7134 -0.5075 0.0553 -0.653
C -1.7769 0.3535 -0.7919 -0.222
C 1.0566 -1.1276 0.4203 0.082
H -3.5395 -0.8676 -0.5734 0.213
H 1.2323 -2.0452 0.8952 0.178
H 1.3058 0.7988 -0.9225 0.490
H -2.2650 1.3380 -0.9831 0.207
H 2.2921 0.2664 1.1542 0.150
H -1.7138 -0.2050 -1.7407 0.207
H 0.6809 1.3545 1.4367 0.207
H -0.9282 0.8743 1.8960 0.194
H -2.1460 -1.3909 0.4275 0.242
H -0.6606 2.2228 0.8120 0.213
H 3.1439 -0.8616 0.1480 0.191
H -3.1062 -0.0732 1.0129 0.198


8.
8
Properties=species:S:1:pos:R:3:nbo_charge:R:1 method="wB97M-V/def2-TZVPD" e_tot_ha=-369.49707 charge=0 orbital_gap_ev="8.40 / 9.41" homo_energy_ev="-8.22 / -9.30"
F -1.8268 1.2886 0.5908 -0.317
F -1.6712 0.1763 -1.3172 -0.286
O -1.7343 -0.9982 0.6461 -0.651
N 0.8768 0.1964 -0.1205 -0.953
C -1.5412 0.0881 -0.0292 1.051
H 0.7852 -0.2088 0.7785 0.310
H 0.7993 1.2274 -0.0706 0.322
H -1.7591 -1.7602 -0.0235 0.525


9.
27
Properties=species:S:1:pos:R:3:nbo_charge:R:1 method="wB97M-V/def2-TZVPD" e_tot_ha=-1326.74902 charge=0 orbital_gap_ev=9.87 homo_energy_ev=-9.24
Cl 3.4795 2.2626 -1.0498 -0.056
S -0.3276 -1.0649 -1.3401 -0.015
F 3.8999 -2.2454 0.1418 -0.354
N -3.7503 1.1356 1.0139 -0.611
C 3.1454 0.9832 0.1425 -0.188
C -2.1362 -0.8760 -1.2746 -0.515
C 2.4625 -0.2977 -0.3564 -0.452
C -2.4203 0.5057 0.9470 -0.219
C 3.3741 -1.0635 0.6120 0.213
C -2.5884 0.3938 -0.5828 -0.245
C -4.0954 0.5759 -0.3040 -0.212
C 4.3291 0.1381 0.6350 -0.447
H -4.3361 0.8280 1.7825 0.355
H -2.4607 -0.8796 -2.3201 0.229
H 1.3791 -0.3828 -0.2548 0.212
H 5.0734 0.0197 -0.1578 0.233
H 2.9057 -1.2609 1.5805 0.160
H -0.1297 -1.1201 -0.0131 0.107
H -2.1698 1.2693 -1.0832 0.218
H 2.6027 1.4532 0.9604 0.213
H -2.3692 -0.4921 1.4161 0.163
H 4.8168 0.4197 1.5712 0.217
H 2.7638 -0.5187 -1.3837 0.234
H -4.6550 1.2512 -0.9540 0.192
H -1.5992 1.1203 1.3313 0.191
H -2.5785 -1.7589 -0.7986 0.212
H -4.6157 -0.3957 -0.2610 0.166


10.
44
Properties=species:S:1:pos:R:3:nbo_charge:R:1 method="wB97M-V/def2-TZVPD" e_tot_ha=-4004.04472 charge=+1 orbital_gap_ev=6.19 homo_energy_ev=-10.89
Br 1.9878 -1.0055 -4.7102 0.119
S 1.6986 1.4491 -1.9780 0.388
O 1.8199 -2.6706 -1.7487 -0.514
O -0.1765 0.9147 -4.7229 -0.562
N 1.0217 2.2387 1.2102 -0.474
N -0.6900 2.6263 -1.4831 -0.390
C -0.9132 -5.3822 1.6794 -0.222
C 0.4321 0.2508 -1.2146 -0.091
C 1.3124 -0.6741 -0.1959 -0.533
C -1.5733 3.0127 3.1932 -0.150
C 0.3353 -5.9338 2.6456 -0.206
C 1.8684 -5.2937 2.5591 -0.223
C -1.7790 2.3015 1.6922 -0.289
C -0.5903 -4.1598 0.5846 -0.214
C 0.0406 3.2249 3.5278 -0.246
C 0.3864 -0.0655 -3.9640 0.449
C 1.2832 2.8352 2.5525 0.033
C -0.4073 1.9960 0.8734 0.173
C 0.9070 -3.4930 0.4864 -0.151
C 1.3478 -2.2747 -0.5365 0.542
C 0.4734 2.8564 -2.2279 0.099
C -0.3310 -0.3984 -2.5071 -0.536
C 2.1267 -4.0840 1.4627 -0.206
C -1.8413 3.6467 -1.5033 -0.071
C -1.9834 4.5751 -2.6671 -0.365
C -0.6576 1.3313 -0.6444 -0.087
H -1.4724 -3.7952 -0.0935 0.233
H -1.6635 0.7514 -0.4889 0.271
H 2.7528 -5.7065 3.2412 0.260
H -2.8604 2.0755 1.2646 0.252
H -2.4531 3.3283 3.8960 0.269
H -2.0080 -5.8487 1.7632 0.256
H 0.3140 3.7086 4.5788 0.252
H 3.2284 -3.6387 1.3955 0.243
H 2.4028 3.0246 2.9013 0.258
H 2.4391 -0.2883 -0.2764 0.280
H -2.6709 5.5347 -2.6918 0.269
H -2.6032 3.6799 -0.6056 0.270
H 0.7211 3.7802 -2.9238 0.307
H -1.4184 4.3242 -3.6878 0.233
H -1.4029 0.1237 -2.5641 0.255
H 1.0320 -0.5288 0.9544 0.286
H 0.1054 -6.8017 3.4221 0.247
H -0.5409 -1.5474 -2.4488 0.287


11.
10
Properties=species:S:1:pos:R:3:nbo_charge:R:1 method="wB97M-V/def2-TZVPD" e_tot_ha=-988.20565 charge=0 orbital_gap_ev=8.12 homo_energy_ev=-8.66
S -2.4403 -0.4105 -0.3806 1.136
S 1.5252 -1.0941 1.7713 0.113
O -1.9210 0.7960 0.3670 -0.892
C -1.1928 -1.3867 -0.8430 -0.708
C 1.4607 0.2350 0.9107 -0.030
C 1.4433 1.3454 0.2263 -0.614
H -1.4806 -2.1545 -1.5785 0.230
H 0.8480 1.6279 -0.6187 0.266
H -0.1681 -1.1437 -0.6795 0.234
H 1.9254 2.1852 0.8250 0.265


12.
22
Properties=species:S:1:pos:R:3:nbo_charge:R:1 method="wB97M-V/def2-TZVPD" e_tot_ha=-403.84996 charge=+1 orbital_gap_ev=10.47 homo_energy_ev=-13.66
O 0.0224 1.5624 -0.0598 -0.747
O -1.6686 1.2299 -5.1503 -0.938
N -1.6354 0.0329 0.9705 -0.692
C 0.3927 -1.3341 1.4409 -0.462
C 1.5807 -0.4768 1.8677 -0.237
C 2.5225 -0.9278 2.6600 -0.328
C -0.5149 -0.7958 0.3147 -0.048
C 0.2183 0.2415 -0.5994 -0.099
H -1.3493 1.0149 0.9737 0.468
H 1.2670 0.0077 -0.6107 0.219
H -2.4227 0.0460 0.3272 0.439
H 0.6795 -2.3116 1.0786 0.250
H -1.0288 -1.6033 -0.1892 0.235
H -2.0761 0.9822 -5.9981 0.473
H 3.2489 -0.2094 3.0099 0.212
H -0.2545 0.2658 -1.5868 0.212
H -0.7460 1.2398 -5.4324 0.465
H -0.2002 -1.4127 2.3635 0.215
H -1.8434 -0.3462 1.8819 0.440
H 0.8810 1.9753 0.0547 0.509
H 2.8480 -1.9279 2.9463 0.223
H 1.3787 0.5703 1.7434 0.192